Entry from the OMol25 dataset: 2 unconnected molecules or ions with the total composition C24H37F3IN2O8P2 (ωB97M-V with the def2-TZVPD basis set).

Output
Total charge ... +1
Molecular weight ... 727.41 g mol⁻¹
Orbital gap ... 7.10 eV
E ... -2927.761396 Ha
Maximum force ... 3.3 eV Å⁻¹

```
77
Properties=species:S:1:pos:R:3:forces:R:3
C 0.289 -4.769 -1.554 0.238 -0.340 -0.822
P -1.254 -3.688 -1.563 -1.877 -1.919 -0.555
O -1.761 -3.591 -3.211 2.354 -0.595 1.753
N -0.908 -2.012 -1.053 -0.729 1.069 -1.351
C -1.983 -1.238 -0.983 -1.452 1.398 1.428
C -3.386 -1.323 -1.707 0.342 0.032 0.591
C -3.393 -0.677 -3.183 0.016 -0.618 0.253
C -4.928 -0.538 -3.637 0.076 -1.499 -0.996
N -5.771 0.346 -2.821 0.217 -1.376 -1.273
O -5.330 -1.178 -4.616 0.959 2.110 2.406
C -1.842 -0.052 0.108 2.367 0.885 -1.950
C -1.944 1.417 -0.582 -1.768 -0.377 -0.330
C -3.401 2.075 -0.498 0.559 1.034 -0.003
O -3.347 3.342 -1.232 0.846 -1.043 0.527
C -2.821 -0.115 1.376 1.037 -0.184 -0.295
C -2.465 -1.223 2.463 -1.361 0.447 0.416
O -3.416 -1.048 3.555 0.227 -0.131 -1.922
C -2.631 -2.728 1.957 0.108 -0.800 2.260
F -1.360 -3.208 1.599 -2.390 0.447 -0.233
F -3.035 -3.510 3.061 0.897 1.271 -2.612
F -3.613 -2.915 0.983 2.284 0.346 1.329
C -0.257 -0.195 0.333 0.295 0.855 0.213
C 0.356 -1.289 -0.695 0.577 0.171 3.000
C 1.468 -1.996 0.197 1.043 -1.117 0.439
C 2.502 -0.936 0.872 -0.736 0.084 0.005
C 3.958 -1.546 1.094 -0.677 -0.183 0.333
I 5.366 0.142 0.966 -0.176 -1.426 -0.036
P 1.229 -0.437 -2.191 0.212 1.281 -0.581
C 2.957 -1.147 -2.472 0.070 -1.432 0.055
C 0.264 -0.871 -3.761 0.388 -0.666 0.090
H -0.076 -5.840 -1.359 0.178 1.672 -0.243
H 0.727 -4.782 -2.607 -0.004 0.106 1.446
H 1.040 -4.543 -0.740 -0.873 -0.031 -1.150
H -1.038 -4.051 -3.696 -0.760 0.522 -0.277
H -4.118 -0.715 -1.074 1.211 -0.910 -0.670
H -3.758 -2.388 -1.732 0.462 0.992 -0.168
H -2.821 -1.401 -3.860 -1.149 1.119 0.721
H -2.875 0.332 -3.200 -0.839 -1.102 0.116
H -6.620 0.486 -3.395 0.486 -0.027 0.477
H -6.089 -0.155 -1.976 0.363 0.364 -0.411
H -1.702 1.286 -1.689 -0.044 0.459 1.449
H -1.219 2.157 -0.102 -0.866 -1.238 -0.570
H -4.222 1.456 -0.981 1.058 0.788 0.624
H -3.672 2.373 0.577 0.290 -0.893 -1.383
H -2.440 3.691 -1.076 -0.994 -0.087 -0.220
H -3.896 -0.202 1.009 1.344 -0.113 0.600
H -2.746 0.898 1.903 0.006 -1.520 -0.677
H -1.439 -1.080 2.943 -1.377 -0.403 -0.903
H -4.288 -1.135 3.105 0.549 0.147 0.867
H 0.358 0.728 0.066 -1.339 -0.854 0.618
H -0.097 -0.373 1.442 0.280 -0.377 -1.493
H 2.133 -2.729 -0.376 -1.137 0.986 0.517
H 1.035 -2.585 1.079 0.211 0.761 -1.404
H 2.042 -0.658 1.884 0.944 -0.193 -1.421
H 2.554 0.032 0.259 0.007 -1.481 0.835
H 4.243 -2.365 0.357 -0.295 1.365 0.734
H 4.081 -1.978 2.137 -0.162 0.652 -1.339
H 2.959 -2.290 -2.343 0.222 1.587 -0.185
H 3.229 -0.957 -3.557 -0.339 0.003 1.329
H 3.740 -0.681 -1.777 -1.264 -0.595 -1.030
H 0.210 -2.000 -3.856 -0.390 1.381 -0.154
H -0.740 -0.355 -3.687 1.132 -0.888 -0.238
H 0.812 -0.481 -4.682 -0.622 -0.325 1.401
C 6.012 5.059 3.191 -0.039 0.186 0.206
C 5.495 4.074 2.454 0.988 -0.168 -0.637
C 4.088 3.613 2.648 -0.671 0.004 0.324
O 3.641 2.722 1.944 0.182 0.255 -0.069
C 3.293 4.257 3.697 0.100 -0.330 -0.353
C 3.812 5.240 4.436 -1.143 0.210 0.795
C 5.207 5.719 4.224 0.792 0.179 -0.186
O 5.639 6.630 4.905 -0.402 -0.167 0.046
O 3.089 5.844 5.411 1.061 -0.192 -0.741
O 6.234 3.452 1.494 -1.012 0.178 0.625
H 7.028 5.404 3.060 -0.033 -0.009 -0.004
H 2.281 3.902 3.839 0.025 0.028 0.008
H 3.684 6.517 5.796 -0.106 -0.014 0.027
H 5.646 2.780 1.098 0.023 0.248 0.022
```
Positions in Å, forces in eV/Å.

=====

Entry from the OMol25 dataset: a molecular structure, C24H37IrNPS4Te (ωB97M-V with the def2-TZVPD basis set).

Output
Total charge ... +1
Molecular weight ... 818.63 g mol⁻¹
Orbital gap (alpha / beta) ... 5.15 / 4.90 eV
Energy above the lowest of the compared OMol25 structures with the same formula, charge and spin ... 47.20 kcal per mole
E ... -3297.744387 Ha
Maximum force ... 1.5 eV Å⁻¹
Spin multiplicity ... 2

```
69
Properties=species:S:1:pos:R:3:forces:R:3
Ir -1.067 1.399 -0.448 0.030 0.204 0.751
C -3.055 -1.338 2.122 -0.008 -0.252 -0.092
C -3.373 -1.259 0.629 -0.197 0.175 0.114
C -4.064 -2.561 0.207 -0.096 -0.057 0.025
P -1.934 -0.748 -0.420 0.128 -0.395 0.138
C -2.363 -1.540 -2.021 -0.078 0.158 -0.279
C -3.664 -0.979 -2.608 0.025 -0.023 0.051
C -1.235 -1.489 -3.044 0.041 -0.073 -0.019
C -0.473 -1.646 0.140 -0.220 -0.320 0.089
C -0.447 -2.992 0.494 0.127 -0.168 0.015
C 0.720 -3.615 0.920 -0.036 0.071 -0.020
C 0.737 -5.063 1.323 0.032 0.039 -0.016
C 1.888 -2.842 0.970 -0.117 -0.102 -0.062
C 1.887 -1.513 0.609 -0.024 0.035 -0.033
C 0.697 -0.896 0.193 0.311 0.080 0.576
N 0.640 0.460 -0.115 0.663 0.076 -0.616
C 1.907 1.148 -0.291 -0.442 -0.216 0.475
C 2.624 0.959 -1.476 -0.064 0.111 -0.310
C 2.141 0.024 -2.549 0.103 0.013 0.060
C 3.799 1.681 -1.667 -0.082 -0.117 -0.010
C 4.285 2.566 -0.713 0.099 0.083 0.049
C 5.538 3.366 -0.963 -0.099 -0.063 -0.013
C 3.577 2.686 0.473 -0.011 0.075 0.035
C 2.400 1.981 0.705 0.369 0.010 0.281
C 1.742 2.055 2.052 0.070 0.094 -0.212
H -3.952 -1.642 2.664 0.011 0.003 -0.016
H -2.744 -0.396 2.541 0.123 0.219 0.126
H -2.273 -2.071 2.327 -0.027 0.016 -0.014
H -4.087 -0.442 0.468 -0.030 -0.013 0.054
H -3.426 -3.435 0.333 0.030 0.022 0.034
H -4.425 -2.546 -0.816 -0.012 -0.088 0.099
H -4.930 -2.703 0.855 0.005 -0.014 0.002
H -2.519 -2.587 -1.745 0.052 0.009 0.039
H -3.511 0.025 -2.993 0.014 0.077 -0.068
H -4.483 -0.940 -1.889 0.039 0.055 -0.080
H -3.984 -1.604 -3.443 0.010 -0.012 0.012
H -1.050 -0.467 -3.362 0.043 0.022 -0.040
H -1.525 -2.065 -3.925 0.013 -0.002 0.024
H -0.310 -1.914 -2.653 0.027 -0.002 0.020
H -1.352 -3.583 0.431 -0.016 -0.012 0.020
H -0.231 -5.534 1.158 0.001 0.002 -0.004
H 0.988 -5.168 2.380 -0.005 -0.004 0.004
H 1.486 -5.617 0.757 -0.010 -0.011 -0.006
H 2.813 -3.299 1.302 -0.009 -0.006 -0.005
H 2.799 -0.930 0.650 -0.010 -0.045 0.020
H 1.108 0.241 -2.807 -0.108 -0.066 -0.033
H 2.193 -1.020 -2.232 -0.012 -0.002 0.022
H 2.747 0.131 -3.448 -0.007 -0.005 0.014
H 4.346 1.545 -2.594 -0.022 -0.009 0.028
H 6.291 2.768 -1.477 -0.001 -0.001 0.014
H 5.967 3.733 -0.031 -0.007 -0.011 0.000
H 5.323 4.231 -1.593 -0.005 0.003 0.007
H 3.951 3.340 1.253 0.008 -0.004 -0.013
H 2.165 2.864 2.647 0.007 0.002 0.005
H 1.884 1.120 2.602 -0.026 0.004 -0.018
H 0.672 2.212 1.949 0.169 0.057 -0.115
S -0.102 3.580 -0.557 0.368 0.400 0.348
S 0.690 3.875 -2.344 0.482 0.512 0.329
S -0.227 2.585 -3.553 -0.064 -0.149 -0.504
S -1.883 2.005 -2.580 -1.433 -0.026 -0.347
C -1.536 4.100 2.265 0.055 0.047 -0.085
Te -2.194 2.127 1.867 0.032 -0.324 -1.194
C -0.972 1.200 3.342 -0.046 0.026 0.186
H -2.121 4.481 3.097 -0.020 -0.043 0.059
H -1.708 4.707 1.380 -0.037 0.016 0.031
H -0.477 4.088 2.510 0.022 0.026 -0.025
H -0.255 1.933 3.698 -0.064 -0.075 0.092
H -0.458 0.361 2.880 0.003 -0.028 0.013
H -1.603 0.862 4.159 -0.067 -0.003 -0.010
```
Positions in Å, forces in eV/Å.

=====

Entry from the OMol25 dataset: C24H37N3O7 in the gas phase (ωB97M-V with the def2-TZVPD basis set).

Output
Molecular weight ... 479.57 g mol⁻¹
Orbital gap ... 9.63 eV
Energy above the lowest of the compared OMol25 structures with the same formula, charge and spin ... 55.84 kcal per mole
E ... -1627.719148 Ha
Maximum force ... 0.7 eV Å⁻¹
SMILES ... CN(C)C(=O)[C@H]1C[C@H]1[C@@H](O)[C@H](CO)NC(=O)[C@H](COCc1ccccc1)NC(=O)OC(C)(C)C

```
71
Properties=species:S:1:pos:R:3:forces:R:3
C 3.291 1.417 -2.444 -0.137 -0.048 -0.317
N 3.049 1.881 -1.094 -0.012 -0.042 -0.196
C 1.876 2.458 -0.788 0.150 0.163 0.246
O 1.065 2.748 -1.674 -0.131 0.161 -0.344
C 1.631 2.703 0.665 -0.057 -0.217 0.089
C 1.785 4.098 1.230 -0.027 0.118 0.131
C 0.448 3.435 1.262 -0.053 0.243 -0.051
H 0.129 3.040 2.220 0.150 -0.047 -0.058
C -0.736 4.027 0.512 -0.345 -0.354 0.211
O -0.386 4.756 -0.627 0.237 0.155 -0.481
H 0.121 4.156 -1.213 -0.099 0.110 0.120
C -1.816 2.951 0.182 -0.042 0.310 0.575
N -1.214 1.769 -0.419 -0.150 0.126 -0.269
C -0.794 0.647 0.161 0.186 0.035 -0.708
O -0.955 0.318 1.329 -0.123 -0.116 0.505
C -0.087 -0.315 -0.809 -0.051 -0.294 -0.102
N 0.419 -1.439 -0.061 -0.274 0.001 0.315
C 1.706 -1.847 -0.174 -0.410 -0.015 0.072
O 2.470 -1.443 -1.023 0.384 0.091 -0.245
O 1.970 -2.765 0.766 -0.091 -0.051 0.168
C 3.229 -3.482 0.773 0.581 -0.263 -0.048
C 3.394 -4.267 -0.528 -0.174 0.256 0.120
H 2.543 -4.928 -0.675 -0.060 -0.109 -0.007
H 3.459 -3.586 -1.372 0.043 -0.021 -0.050
H 4.301 -4.863 -0.484 0.094 -0.093 0.028
C 4.396 -2.517 0.981 -0.287 -0.016 -0.113
H 4.498 -1.862 0.120 0.058 0.025 0.000
H 5.317 -3.079 1.106 0.103 -0.085 0.054
H 4.228 -1.914 1.871 0.014 0.049 0.111
C 3.104 -4.434 1.963 -0.137 0.332 -0.293
H 2.959 -3.868 2.879 0.008 0.045 0.123
H 2.249 -5.090 1.825 -0.077 -0.104 -0.006
H 4.003 -5.036 2.054 0.108 -0.060 0.000
H -0.067 -1.656 0.800 0.137 0.036 -0.064
C -1.054 -0.752 -1.944 0.260 0.182 -0.078
O -2.411 -0.694 -1.607 -0.320 -0.076 0.051
C -2.842 -1.686 -0.697 0.101 -0.199 0.141
C -4.324 -1.562 -0.469 0.107 0.011 -0.087
C -4.963 -0.340 -0.624 0.090 -0.011 -0.025
C -6.320 -0.225 -0.382 -0.052 0.047 0.018
C -7.050 -1.328 0.024 -0.097 0.007 0.019
C -6.418 -2.550 0.182 -0.049 -0.067 0.049
C -5.062 -2.667 -0.065 0.098 0.066 -0.018
H -4.572 -3.623 0.058 0.049 -0.112 -0.006
H -6.984 -3.416 0.496 -0.046 -0.066 0.021
H -8.110 -1.238 0.215 -0.084 0.007 0.010
H -6.808 0.730 -0.507 -0.042 0.078 -0.013
H -4.387 0.513 -0.948 0.044 0.103 -0.046
H -2.331 -1.571 0.272 -0.019 -0.029 -0.128
H -2.597 -2.686 -1.088 -0.030 0.092 0.047
H -0.947 -0.074 -2.793 0.052 -0.054 0.024
H -0.768 -1.765 -2.262 0.024 0.140 0.027
H 0.775 0.179 -1.269 -0.148 -0.011 0.024
H -0.870 1.939 -1.356 0.061 -0.177 0.151
C -2.744 2.645 1.374 -0.097 -0.039 -0.504
O -2.099 2.381 2.582 0.311 -0.180 0.470
H -1.626 1.534 2.456 -0.163 0.196 -0.018
H -3.401 1.811 1.088 -0.031 0.127 -0.003
H -3.363 3.530 1.547 0.015 -0.059 -0.128
H -2.448 3.389 -0.600 0.080 -0.027 0.129
H -1.209 4.753 1.187 0.047 -0.156 -0.009
H 2.342 4.231 2.145 0.033 -0.082 0.082
H 1.908 4.898 0.514 -0.052 -0.007 -0.121
H 2.002 1.895 1.285 0.011 0.093 0.044
C 4.059 1.528 -0.125 0.064 -0.091 0.343
H 3.838 0.563 0.340 0.072 -0.005 0.024
H 4.146 2.294 0.643 0.027 -0.028 -0.005
H 5.014 1.445 -0.641 -0.006 0.021 0.025
H 3.312 0.326 -2.453 0.039 0.028 -0.036
H 2.486 1.774 -3.082 0.118 -0.055 0.006
H 4.241 1.808 -2.809 0.015 0.008 -0.001
```
Positions in Å, forces in eV/Å.